# 1
ORCA calculation (the ωB97M-V functional and the def2-TZVPD basis) on a structure of composition C19H23ClI2N4O5Pd.

The net charge is +2. The calculation puts the highest occupied orbital energy at -13.5 eV. As for the multiplicity: 1. The value obtained for the molar mass is 783.1 g/mol. The gap between HOMO and LUMO comes out at 3.5 eV.

```
55
Properties=species:S:1:pos:R:3:lowdin_charge:R:1
Pd 0.630 0.154 -0.004 1.057
I -4.765 -1.357 4.567 1.258
C -3.462 -1.570 3.041 -0.666
C -2.650 -2.714 2.985 -0.203
C -1.790 -2.871 1.933 -0.618
I -0.519 -4.432 1.772 1.259
C -1.792 -1.861 0.810 -0.390
O -1.234 -2.088 -0.230 0.097
C -2.556 -0.593 1.012 -0.108
C -2.452 0.467 -0.052 -0.098
N -1.177 1.235 -0.029 -0.122
C -1.060 2.124 1.163 -0.093
C -0.548 1.329 2.333 -0.258
C -0.819 1.640 3.650 0.013
C -0.271 0.843 4.647 -0.004
C 0.513 -0.245 4.296 -0.004
C 0.753 -0.491 2.957 -0.104
N 0.230 0.286 2.001 -0.014
C -3.388 -0.505 2.059 -0.065
H -2.707 -3.453 3.772 0.106
H -3.291 1.159 0.052 0.144
H -2.527 -0.021 -1.024 0.129
H -1.186 1.830 -0.854 0.118
H -2.014 2.603 1.393 0.139
H -0.341 2.907 0.916 0.148
H -1.431 2.499 3.892 0.133
H -0.450 1.076 5.688 0.130
H 0.965 -0.880 5.045 0.129
H 1.393 -1.294 2.619 0.113
H -4.019 0.364 2.203 0.120
C 2.067 -0.819 -2.439 -0.125
C 2.176 -0.864 -3.982 -0.125
N 1.466 0.266 -4.570 -0.146
C 1.910 1.497 -3.930 -0.124
C 1.447 1.530 -2.450 -0.125
N 0.998 0.160 -2.047 -0.252
C -0.224 -0.172 -2.834 -0.138
C 0.043 0.088 -4.341 -0.134
H 2.992 -0.480 -1.985 0.101
H 1.813 -1.787 -2.011 0.122
H 1.750 -1.784 -4.382 0.129
H 3.223 -0.829 -4.280 0.133
H 1.509 2.355 -4.469 0.130
H 2.996 1.546 -3.991 0.134
H 0.594 2.203 -2.321 0.112
H 2.243 1.841 -1.778 0.099
H -1.047 0.455 -2.488 0.088
H -0.473 -1.212 -2.626 0.118
H -0.480 0.983 -4.679 0.129
H -0.320 -0.751 -4.935 0.130
O 3.674 0.959 -0.205 -0.308
Cl 3.522 -0.035 0.807 0.723
O 3.189 0.551 2.063 -0.296
O 4.595 -0.942 0.877 -0.230
O 2.303 -0.903 0.381 -0.494
```

# 2
ORCA calculation (the ωB97M-V functional and the def2-TZVPD basis) on an isolated molecule of C3H7NOS at a distorted geometry.

The calculation puts the highest occupied orbital energy at -9.2 eV. As for the multiplicity: 1. The value obtained for the molar mass is 105.2 g/mol. The gap between HOMO and LUMO comes out at 9.7 eV.

```
13
Properties=species:S:1:pos:R:3:lowdin_charge:R:1
N -0.963 0.892 -0.842 0.034
C 0.321 0.648 -0.215 -0.447
C 0.695 1.612 0.991 -0.193
O -0.093 2.255 1.677 0.046
C 0.432 -0.759 0.309 -0.525
S -0.122 -2.177 -0.819 0.652
H -1.678 0.588 -0.234 0.068
H -1.072 1.868 -0.906 0.063
H 1.096 0.728 -1.066 0.162
H 1.830 1.622 1.084 0.132
H -0.065 -0.917 1.302 0.085
H 1.506 -1.024 0.481 0.073
H -0.864 -1.323 -1.591 -0.149
```

# 3
ORCA calculation (the ωB97M-V functional and the def2-TZVPD basis) on a structure of composition C48H54Br2HfN5O2S at a distorted geometry.

The net charge is +3. The calculation puts the highest occupied orbital energy (spin up / spin down) at -15.1 / -15.1 eV. As for the multiplicity: 1. The value obtained for the molar mass is 1103.4 g/mol. The gap between HOMO and LUMO (spin up / spin down) comes out at 4.3 / 4.3 eV.

```
113
Properties=species:S:1:pos:R:3:lowdin_charge:R:1
Hf 0.004 -0.629 0.027 1.744
C 2.859 -1.938 6.995 -0.010
C 3.186 -2.502 5.596 -0.547
C 4.703 -2.369 5.348 -0.016
C 2.803 -3.981 5.540 -0.042
C 2.456 -1.689 4.556 -0.095
C 1.454 -2.195 3.787 0.078
C 0.946 -1.424 2.719 -0.112
N 0.069 -1.796 1.791 0.033
C -0.349 -3.087 1.503 -0.178
C -0.790 -4.038 2.429 0.040
C -1.078 -5.314 2.008 -0.132
C -0.869 -5.603 0.642 0.084
C -0.425 -4.707 -0.325 -0.061
C -0.164 -3.397 0.104 -0.221
O 0.347 -2.408 -0.655 -0.214
C -0.314 -5.161 -1.792 -0.519
C -1.595 -4.696 -2.506 -0.020
C -0.215 -6.691 -1.878 -0.044
C 0.915 -4.579 -2.509 -0.036
C -1.567 -6.402 2.945 -0.553
C -0.416 -7.411 3.131 -0.021
C -1.964 -5.845 4.314 -0.051
C -2.782 -7.130 2.346 -0.030
C 1.586 -0.129 2.371 -0.149
O 1.298 0.328 1.202 -0.125
C 2.487 0.474 3.284 -0.053
C 2.843 -0.309 4.353 0.130
C 2.974 1.932 3.194 -0.519
C 3.139 2.468 1.762 -0.035
C 1.917 2.786 3.921 -0.015
C 4.328 2.075 3.906 -0.035
H 3.398 -2.523 7.740 0.106
H 3.171 -0.898 7.101 0.088
H 1.792 -2.006 7.209 0.099
H 5.234 -2.967 6.087 0.105
H 4.974 -2.734 4.355 0.101
H 5.053 -1.340 5.444 0.085
H 3.403 -4.537 6.259 0.104
H 1.754 -4.138 5.800 0.089
H 2.996 -4.401 4.550 0.098
H 1.079 -3.194 3.941 0.106
H -0.967 -3.728 3.450 0.117
H -1.073 -6.614 0.322 0.108
H -2.484 -5.075 -1.998 0.097
H -1.647 -3.604 -2.535 0.063
H -1.598 -5.069 -3.532 0.102
H -1.166 -7.181 -1.664 0.091
H 0.070 -6.976 -2.890 0.097
H 0.547 -7.076 -1.199 0.102
H 0.824 -3.511 -2.678 0.061
H 1.826 -4.771 -1.939 0.101
H 1.019 -5.060 -3.482 0.095
H 0.472 -6.922 3.536 0.088
H -0.728 -8.188 3.830 0.100
H -0.145 -7.893 2.190 0.089
H -1.106 -5.427 4.846 0.080
H -2.739 -5.081 4.223 0.095
H -2.362 -6.652 4.926 0.099
H -2.539 -7.669 1.430 0.082
H -3.150 -7.862 3.063 0.098
H -3.592 -6.429 2.132 0.096
H 3.495 0.130 5.097 0.120
H 2.184 2.584 1.257 0.060
H 3.602 3.453 1.814 0.099
H 3.782 1.820 1.162 0.100
H 0.957 2.746 3.397 0.077
H 1.768 2.432 4.942 0.098
H 2.244 3.825 3.969 0.105
H 5.033 1.311 3.571 0.104
H 4.760 3.049 3.685 0.100
H 4.225 2.012 4.990 0.091
Br 2.118 4.207 -4.293 0.929
C 1.666 2.868 -3.071 -0.634
C 2.306 1.632 -3.104 -0.044
C 1.873 0.657 -2.234 -0.072
N 0.877 0.854 -1.355 -0.053
C 0.316 2.084 -1.252 -0.184
C 0.680 3.101 -2.112 -0.015
C -0.643 2.291 -0.127 -0.179
C -0.976 3.561 0.310 -0.016
C -1.764 3.716 1.448 -0.645
Br -2.199 5.419 2.074 0.923
C -2.200 2.580 2.125 -0.055
C -1.850 1.350 1.619 -0.081
N -1.104 1.192 0.515 -0.043
H 3.114 1.441 -3.796 0.130
H 2.318 -0.333 -2.242 0.140
H 0.224 4.079 -2.070 0.120
H -0.610 4.440 -0.200 0.119
H -2.800 2.657 3.021 0.128
H -2.168 0.442 2.121 0.130
S -4.758 -1.675 -4.678 1.108
C -3.690 -1.424 -3.349 -0.497
C -2.433 -0.862 -3.648 -0.061
C -1.537 -0.626 -2.642 -0.125
N -1.796 -0.871 -1.332 -0.088
C -3.002 -1.406 -1.055 -0.106
C -3.951 -1.700 -2.001 -0.029
C -6.055 -2.693 -3.976 -0.523
C -7.188 -2.132 -3.411 -0.070
C -8.184 -3.006 -2.980 -0.110
N -8.067 -4.319 -3.093 0.084
C -6.988 -4.850 -3.644 -0.111
C -5.937 -4.067 -4.115 -0.072
H -2.172 -0.640 -4.674 0.123
H -0.558 -0.244 -2.888 0.099
H -3.208 -1.601 -0.007 0.124
H -4.893 -2.137 -1.698 0.122
H -7.307 -1.060 -3.326 0.115
H -9.102 -2.632 -2.543 0.120
H -6.958 -5.931 -3.720 0.119
H -5.074 -4.511 -4.594 0.109
```

# 4
ORCA calculation (the ωB97M-V functional and the def2-TZVPD basis) on a structure of composition C16H43CrN8O2SbSi3.

The net charge is +1. The calculation puts the highest occupied orbital energy (spin up / spin down) at -9.9 / -9.9 eV. As for the expectation value of S²: 0.756. As for the multiplicity: 2. The value obtained for the molar mass is 637.6 g/mol. The gap between HOMO and LUMO (spin up / spin down) comes out at 5.6 / 6.1 eV.

```
74
Properties=species:S:1:pos:R:3:lowdin_charge:R:1
Cr 0.366 -0.422 2.930 0.764
N 0.148 1.095 1.505 -0.030
C -0.458 2.338 2.027 -0.186
C 0.029 2.533 3.442 -0.157
N -0.121 1.270 4.211 -0.114
C -1.477 1.063 4.797 -0.154
C -2.401 0.334 3.834 -0.175
N -1.669 -0.804 3.235 -0.009
H 1.074 1.293 1.131 0.093
H -0.361 0.723 0.690 0.002
H -1.540 2.232 1.992 0.109
H -0.202 3.206 1.418 0.131
H -0.495 3.359 3.926 0.136
H 1.093 2.777 3.432 0.133
H 0.516 1.349 5.000 0.098
H -1.912 2.018 5.097 0.136
H -1.353 0.472 5.704 0.111
H -2.734 0.987 3.031 0.110
H -3.291 0.002 4.369 0.133
H -2.141 -1.159 2.407 0.112
H -1.643 -1.581 3.891 0.111
N 2.495 -0.394 2.536 -0.001
N 2.645 -1.063 1.295 0.044
C 1.545 -1.808 0.844 -0.704
O 1.674 -2.529 -0.108 0.045
O 0.421 -1.577 1.505 -0.174
H 3.037 0.463 2.491 0.122
H 2.860 -0.950 3.309 0.111
H 3.542 -1.491 1.114 0.158
N 0.537 1.400 7.744 0.138
C 0.771 0.326 7.389 -0.363
N 1.015 -0.901 6.933 0.125
C 0.896 -1.152 5.718 -0.308
N 0.785 -1.405 4.564 0.042
C -1.441 1.350 -4.773 -0.211
Si -1.128 1.542 -2.943 0.263
C -0.096 3.081 -2.651 -0.235
C -2.773 1.760 -2.066 -0.233
Sb 0.065 -0.379 -1.764 0.960
Si -1.390 -2.435 -2.233 0.299
C -0.452 -4.020 -2.028 -0.214
C -2.138 -2.286 -3.931 -0.227
C -2.700 -2.242 -0.911 -0.232
Si 2.358 -0.236 -2.866 0.287
C 3.199 1.130 -1.896 -0.234
C 2.209 0.301 -4.645 -0.228
C 3.351 -1.809 -2.748 -0.215
H -1.895 2.259 -5.180 0.040
H -2.120 0.520 -4.974 0.014
H -0.517 1.161 -5.321 0.014
H -0.698 3.980 -2.814 0.036
H 0.751 3.124 -3.341 0.022
H 0.304 3.122 -1.634 0.008
H -3.398 2.481 -2.601 0.037
H -2.638 2.130 -1.046 0.015
H -3.327 0.820 -2.014 0.008
H 0.299 -4.135 -2.812 0.034
H -1.138 -4.870 -2.082 0.040
H 0.064 -4.040 -1.070 0.012
H -1.360 -2.240 -4.695 0.035
H -2.746 -1.383 -4.009 0.012
H -2.781 -3.142 -4.155 0.039
H -2.218 -2.267 0.072 0.005
H -3.437 -3.049 -0.949 0.039
H -3.230 -1.293 -1.018 0.010
H 2.699 2.089 -2.048 0.014
H 4.243 1.242 -2.204 0.039
H 3.186 0.895 -0.828 -0.004
H 1.686 1.254 -4.732 0.007
H 1.667 -0.440 -5.238 0.036
H 3.202 0.422 -5.088 0.039
H 3.824 -1.901 -1.769 0.018
H 4.133 -1.808 -3.512 0.038
H 2.730 -2.695 -2.888 0.024
```